Formula: C36H43N3O4
Source: the Open Molecules 2025 dataset
Level of theory: ωB97M-V/def2-TZVPD

Positions of all 86 atoms, in Å:
C: -2.941 5.116 3.895
N: -2.417 3.769 3.944
C: -1.942 3.420 5.267
C: -2.202 2.989 2.800
C: -0.983 3.057 2.085
C: -0.774 2.264 0.961
C: -1.738 1.344 0.540
C: -1.456 0.420 -0.649
C: -1.888 0.971 -1.945
C: -3.328 0.983 -2.169
O: -4.145 0.453 -1.439
O: -3.812 1.718 -3.230
C: -2.842 2.096 -4.216
C: -2.347 0.902 -5.010
C: -3.511 3.113 -5.146
O: -1.766 2.778 -3.551
C: -1.202 2.115 -2.484
O: -0.188 2.606 -2.005
C: -2.963 1.300 1.212
C: -3.195 2.089 2.333
H: -3.254 5.369 2.877
H: -3.799 5.193 4.580
H: -2.176 5.832 4.239
H: -1.523 2.408 5.284
H: -1.180 4.143 5.602
H: -2.782 3.482 5.977
H: -0.196 3.735 2.426
H: 0.139 2.367 0.370
H: -0.381 0.201 -0.697
H: -2.046 -0.496 -0.503
H: -1.879 0.156 -4.358
H: -3.202 0.462 -5.535
H: -1.629 1.255 -5.758
H: -3.892 3.967 -4.581
H: -2.785 3.462 -5.882
H: -4.340 2.631 -5.669
H: -3.753 0.652 0.821
H: -4.141 2.012 2.875
C: 5.196 3.856 -7.030
C: 6.510 3.885 -6.239
C: 6.267 3.117 -4.927
N: 4.893 2.650 -4.994
C: 4.300 1.868 -4.021
C: 3.276 2.410 -3.201
C: 2.642 1.609 -2.287
C: 2.920 0.218 -2.154
C: 2.156 -0.534 -1.223
C: 2.147 -1.949 -1.062
C: 2.487 -2.840 -2.126
C: 2.459 -4.209 -1.943
C: 2.075 -4.769 -0.695
N: 2.032 -6.144 -0.546
C: 1.056 -6.998 -1.220
C: 1.691 -8.398 -1.253
C: 2.930 -8.344 -0.346
C: 3.021 -6.909 0.203
C: 1.734 -3.898 0.372
C: 1.744 -2.536 0.178
C: 4.007 -0.295 -2.934
C: 4.665 0.506 -3.848
C: 4.162 3.124 -6.157
H: 4.841 4.865 -7.254
H: 5.322 3.294 -7.960
H: 7.313 3.393 -6.794
H: 6.800 4.915 -6.009
H: 6.960 2.268 -4.797
H: 6.406 3.791 -4.060
H: 3.026 3.470 -3.285
H: 1.883 2.038 -1.639
H: 1.593 0.050 -0.492
H: 2.794 -2.450 -3.089
H: 2.780 -4.881 -2.741
H: 0.124 -7.041 -0.627
H: 0.801 -6.606 -2.216
H: 0.976 -9.148 -0.901
H: 1.980 -8.628 -2.283
H: 2.853 -9.058 0.479
H: 3.833 -8.555 -0.927
H: 4.026 -6.470 0.086
H: 2.772 -6.896 1.278
H: 1.458 -4.338 1.337
H: 1.493 -1.862 1.001
H: 4.357 -1.310 -2.785
H: 5.462 0.099 -4.476
H: 3.339 3.794 -5.851
H: 3.709 2.272 -6.697

Cartesian forces (eV/Å) of the 2 atoms listed first:
C 0.1 -0.4 -0.2
N -0.3 0.5 0.9

- LUMO (eV) = -2.94
- orbital gap (eV) = 3.1
- E_HOMO (eV) = -6.057
- relative energy (zero: lowest compared OMol25 entry of this formula, charge and spin) (eV) = 2.077